# 1
86
Properties=species:S:1:pos:R:3:forces:R:3 method="wB97M-V/def2-TZVPD" lumo_ev="-1.38 / -1.58" orbital_gap_ev="4.65 / 4.34" e_homo_ev="-6.0 / -5.9" spin_multiplicity=4
Co -1.12765 0.70097 1.88338 0.3 0.2 -0.7
C -1.81167 -0.62804 5.83261 -0.1 0.3 -0.6
C -2.86286 -1.52254 5.67752 0.9 -0.4 -1.7
C -3.16840 -1.97978 4.37139 0.0 -0.5 0.9
C -2.53292 -1.36094 3.31057 0.4 1.1 1.2
N -1.60944 -0.36218 3.49681 0.1 -0.6 1.3
C -1.16250 -0.06126 4.73134 -1.5 -1.5 -0.6
C -2.83503 -1.64044 1.92505 -0.1 -0.6 -2.8
C -3.42775 -2.83397 1.41932 0.4 0.8 -0.1
C -3.60113 -2.96607 0.02522 1.0 1.7 0.0
C -3.06493 -1.96071 -0.82926 0.0 -1.1 1.4
C -2.45958 -0.84267 -0.23800 -0.2 0.2 -1.7
N -2.39646 -0.66304 1.07411 -0.7 -1.2 0.1
H -1.47883 -0.33029 6.78963 0.2 0.1 1.0
H -3.31758 -1.98205 6.52529 -0.3 -0.1 0.5
H -3.83446 -2.86501 4.20279 0.5 1.2 0.2
H -0.26780 0.53779 4.80369 -0.2 0.3 0.0
H -3.65642 -3.66062 2.10077 -0.1 0.4 -0.3
H -4.10047 -3.79194 -0.45555 0.1 -0.4 0.3
H -2.99423 -2.17984 -1.89510 -0.3 0.5 0.2
H -2.03751 -0.06007 -0.93581 -0.3 -0.7 1.2
C -0.42590 2.43974 -3.06726 -0.3 0.9 0.2
Si 0.85936 3.00548 -1.80407 -0.6 0.7 0.4
C 1.74916 4.46759 -2.67379 0.3 0.9 0.0
C 2.01036 1.53635 -1.66450 -0.3 0.4 1.0
C 0.06019 3.45426 -0.14101 0.9 0.1 0.2
C -1.28156 3.16035 0.19235 1.0 -0.1 -1.0
C -2.28957 3.57372 -0.72329 -1.5 0.0 -0.9
C -3.63955 3.52690 -0.40892 2.5 -0.6 1.1
C -3.92506 3.24751 0.95787 -0.4 0.0 1.0
C -2.93321 2.79632 1.81328 -1.0 -0.3 -1.3
N -1.69477 2.46481 1.33419 0.4 1.8 0.3
Si 1.10503 4.48533 1.06460 -0.7 -1.5 0.3
C 2.53665 3.46559 1.76449 0.4 -0.3 -0.8
C 1.71027 6.06727 0.20534 -0.1 0.2 0.2
C -0.04853 4.98914 2.50157 0.4 0.4 -0.6
H 0.02459 1.68780 -3.69831 0.0 -0.4 -0.3
H -0.67686 3.32536 -3.69972 -0.2 -0.7 0.4
H -1.32297 2.06419 -2.54347 0.3 0.0 -0.5
H 1.94545 4.31483 -3.76421 -0.2 -0.1 0.8
H 2.70864 4.83009 -2.23647 -0.5 -0.6 -0.2
H 1.10698 5.37389 -2.58842 0.1 -0.6 -0.2
H 2.47720 1.45854 -2.62065 0.4 -0.3 -0.9
H 1.37556 0.64855 -1.47732 0.6 0.3 0.1
H 2.80941 1.67042 -0.91387 -0.5 -0.3 -0.2
H -1.92485 4.00475 -1.68065 -0.4 -0.5 0.8
H -4.39475 3.66252 -1.13090 -0.8 0.6 -0.6
H -4.92934 3.43567 1.34804 0.4 -0.1 0.0
H -3.12333 2.56289 2.85856 -0.2 0.0 -0.1
H 3.39021 3.50040 1.05034 -0.4 -0.1 0.3
H 2.23736 2.38796 1.83521 0.2 0.9 0.2
H 2.91814 3.87675 2.69803 0.0 -0.2 0.2
H 2.72509 6.01940 -0.24434 -0.6 0.0 0.3
H 1.65187 6.95349 0.88884 0.0 -0.7 -0.6
H 0.97010 6.15579 -0.60761 0.4 0.5 0.2
H -0.37581 4.16249 3.13672 0.2 0.2 0.0
H -0.93203 5.43945 2.04233 -0.1 0.0 0.1
H 0.44896 5.79420 3.05706 -0.1 -0.3 0.3
C -0.14350 -5.12493 -2.20669 -0.2 -1.5 -0.2
P 1.36764 -4.43671 -1.42798 -1.1 1.1 0.9
C 3.44615 -5.71108 -2.66204 0.8 0.1 0.3
C 1.81734 -5.76359 -0.23860 0.4 -0.2 0.1
H -0.57860 -5.89453 -1.54563 0.0 0.3 -0.2
H 0.14996 -5.64543 -3.16121 -0.5 0.6 0.9
H -0.91187 -4.37276 -2.38892 0.2 0.0 -0.1
H 3.05670 -6.69637 -2.94287 0.1 0.2 -0.1
H 3.86380 -5.77231 -1.62100 -0.4 0.1 -1.1
H 4.27185 -5.40462 -3.30585 0.0 -0.5 -0.1
H 1.82962 -6.79925 -0.63280 -0.2 0.5 0.2
H 1.13400 -5.66238 0.62160 0.0 -0.1 -0.5
H 2.80587 -5.53705 0.18118 -0.2 -0.1 -0.1
F 2.57652 -0.26003 2.41762 1.3 -1.0 -0.9
C 2.76264 -1.06511 1.32287 -1.4 0.0 -0.3
F 3.45136 -0.40360 0.35122 -0.5 -0.7 1.5
F 3.41186 -2.22091 1.63368 -0.3 1.5 0.0
S 0.93215 -1.48801 0.72916 0.2 0.5 0.7
O 0.40369 -0.03060 1.02135 0.9 -1.5 -0.2
O 0.49945 -2.52862 1.72390 0.2 1.4 -0.7
N 2.42668 -4.66482 -2.74347 0.4 0.9 -1.0
S 2.73342 -3.46231 -3.92050 -0.4 -1.1 1.9
O 3.00599 -4.20359 -5.09081 0.4 -0.2 -1.3
O 3.62593 -2.47536 -3.42465 -0.2 0.5 -0.1
C 1.06061 -2.62340 -4.30774 -1.7 0.1 0.2
F 0.55385 -1.87685 -3.28926 0.9 -0.6 -1.0
F 0.12426 -3.59478 -4.56119 1.2 1.1 -0.1
F 1.16778 -1.83813 -5.40714 0.3 -1.0 1.4

# 2
79
Properties=species:S:1:pos:R:3:forces:R:3 method="wB97M-V/def2-TZVPD" lumo_ev=-3.18 de_lowest_kcal_mol=7.8 orbital_gap_ev=7.01 e_homo_ev=-10.2 spin_multiplicity=1 charge=+1
Pt -0.11673 0.59993 0.01357 0.4 -0.7 0.6
C -3.21220 0.55400 -0.66630 0.0 0.0 0.0
C -3.11007 1.82700 0.14669 0.0 0.0 0.0
S -1.37603 2.40795 0.28954 -0.1 0.0 -0.1
C -1.27268 2.72331 2.08229 0.1 -0.1 0.0
C -1.52162 1.56128 3.04935 0.0 0.0 0.0
S -0.37670 0.16178 2.89762 -0.1 0.0 0.1
C -1.46021 -1.25313 2.54814 0.0 0.0 0.0
C -2.56423 -1.10270 1.51129 0.0 0.0 0.0
S -2.00736 -0.71739 -0.18561 0.0 0.0 0.0
H -2.99887 0.73615 -1.71933 0.0 0.0 0.0
H -4.21458 0.12960 -0.59397 0.0 0.0 0.0
H -3.50286 1.69250 1.15243 0.0 0.0 0.0
H -3.67418 2.63010 -0.32637 0.0 0.0 0.0
H -1.97315 3.53620 2.28532 0.0 0.0 0.0
H -0.26524 3.12421 2.20863 0.0 0.0 0.0
H -2.54789 1.20279 2.98396 0.0 0.0 0.0
H -1.41015 1.96846 4.05479 0.0 0.0 0.0
H -1.93411 -1.57406 3.47641 0.0 0.0 0.0
H -0.75868 -2.03364 2.24664 0.0 0.0 0.0
H -3.29040 -0.34727 1.80699 0.0 0.0 0.0
H -3.09720 -2.05146 1.44024 0.0 0.0 0.0
C 7.61232 0.55099 -0.95536 0.0 0.0 0.0
C 6.53007 1.60879 -0.77010 0.0 0.0 0.0
C 5.44746 1.20236 0.22753 0.0 0.0 0.0
C 4.50817 0.10549 -0.25885 -0.1 0.0 -0.1
N 3.74302 0.52320 -1.44180 0.0 -0.1 0.0
C 2.68029 1.33690 -1.43537 -0.1 0.0 0.1
Se 1.88245 2.02391 0.13349 0.1 0.0 0.0
N 2.26611 1.54169 -2.69204 0.0 0.0 0.0
C 1.11339 2.32162 -3.12929 0.0 0.0 0.0
C 1.53120 3.63081 -3.79088 0.0 0.0 0.0
C 2.10281 4.65421 -2.81196 0.0 0.0 0.0
C 1.04314 5.27332 -1.90757 0.0 0.0 0.0
C 3.06573 0.79702 -3.54634 0.0 0.0 0.0
C 3.01697 0.61647 -4.92487 0.0 0.0 0.0
C 3.95222 -0.23841 -5.46887 0.0 0.0 0.0
C 4.89732 -0.89850 -4.66774 0.0 0.0 0.0
C 4.93881 -0.72199 -3.30103 0.0 0.0 0.0
C 4.00492 0.15017 -2.75376 0.0 0.0 0.0
H 8.39378 0.90253 -1.62874 0.0 0.0 0.0
H 7.21793 -0.37575 -1.37426 0.0 0.0 0.0
H 8.08065 0.30668 -0.00008 0.0 0.0 0.0
H 6.07303 1.85299 -1.73498 0.0 0.0 0.0
H 6.99356 2.53233 -0.41767 0.0 0.0 0.0
H 4.84670 2.07172 0.50653 0.0 0.0 0.0
H 5.91494 0.84376 1.14894 0.0 0.0 0.0
H 3.78815 -0.17006 0.50847 0.0 0.0 0.0
H 5.03886 -0.80071 -0.54083 0.0 0.0 0.0
H 0.49303 2.49719 -2.25218 0.0 0.0 0.0
H 0.54864 1.68781 -3.81447 0.0 0.0 0.0
H 0.65189 4.05005 -4.28776 0.0 0.0 0.0
H 2.25901 3.41356 -4.57616 0.0 0.0 0.0
H 2.59762 5.44321 -3.38100 0.0 0.0 0.0
H 2.88474 4.18529 -2.20521 0.0 0.0 0.0
H 0.27692 5.77829 -2.49949 0.0 0.0 0.0
H 1.48386 6.01011 -1.23589 0.0 0.0 0.0
H 0.55335 4.52098 -1.28594 0.0 0.0 0.0
H 2.28065 1.11315 -5.54123 0.0 0.0 0.0
H 3.95397 -0.41227 -6.53617 0.0 0.0 0.0
H 5.60274 -1.57196 -5.13492 0.0 0.0 0.0
H 5.64586 -1.25942 -2.68720 0.0 0.0 0.0
Te -0.44454 -4.21646 -2.42134 0.0 0.0 -0.1
C 0.75847 -5.84946 -1.93572 0.0 0.0 0.1
C 0.18196 -7.00021 -1.40414 0.0 0.0 0.0
C 0.98182 -8.09153 -1.09599 0.0 0.0 0.0
C 2.35264 -8.02289 -1.29594 0.0 0.0 0.0
C 2.92882 -6.87046 -1.81496 0.0 0.0 0.0
C 2.13437 -5.78510 -2.14902 0.0 0.0 0.0
H -0.88492 -7.04321 -1.22750 0.0 0.0 0.0
H 0.53496 -8.98954 -0.69048 0.0 0.0 0.0
H 2.97617 -8.87120 -1.04542 0.0 0.0 0.0
H 3.99884 -6.82091 -1.96815 0.0 0.0 0.0
H 2.57802 -4.88683 -2.55703 0.0 0.0 0.0
O 0.10162 -3.08066 -0.85588 0.0 0.1 0.2
S 1.20037 -1.95865 -1.05372 -0.2 0.0 -0.7
O 2.45386 -2.59098 -1.34567 0.1 0.1 0.2
O 0.70309 -1.04915 -2.08527 0.1 -0.2 0.3
O 1.16112 -1.28807 0.28597 -0.4 1.0 -0.4

# 3
80
Properties=species:S:1:pos:R:3:forces:R:3 method="wB97M-V/def2-TZVPD" lumo_ev="-5.00 / -4.13" de_lowest_kcal_mol=0.0 orbital_gap_ev="6.51 / 7.84" e_homo_ev="-11.5 / -12.0" spin_multiplicity=3 charge=+1
W -1.90595 -0.74691 0.83694 -1.4 1.6 2.8
N -2.34734 -2.80156 1.08804 -0.6 -1.2 0.3
C -1.59049 -3.31345 2.25547 0.6 -0.7 0.6
C -1.55604 -2.28489 3.38330 -0.5 0.2 0.2
O -1.64138 -2.63697 4.53975 0.2 0.7 -0.9
N -1.51527 -0.96364 2.88829 -1.1 -0.6 -3.1
C -2.20839 0.07308 3.63854 0.4 -0.1 1.2
C -3.53816 0.58810 2.98260 -0.2 0.0 -1.1
O -4.07290 1.62442 3.32455 0.7 -1.5 -0.2
O -3.93440 -0.19328 1.94716 2.5 0.2 -0.4
H -3.35427 -2.83815 1.29452 0.2 -0.1 0.0
H -2.18980 -3.41553 0.28282 -0.1 0.2 0.2
H -0.55488 -3.52458 1.94476 -0.3 0.0 0.0
H -2.02151 -4.22907 2.68426 0.1 0.2 -0.3
H -1.53690 0.92836 3.76733 -0.3 -0.1 0.2
H -2.39353 -0.42623 4.60229 -0.3 0.8 0.1
C 2.98747 2.72478 -2.44294 0.3 -0.1 -0.5
C 2.86183 2.26009 -1.00077 0.2 0.0 0.5
C 1.44396 1.83770 -0.56439 0.2 -0.2 -0.3
C 1.37410 1.33445 0.88665 -0.8 -0.3 0.0
N 2.02832 0.02500 1.18258 0.6 -0.2 -1.5
C 1.66326 -1.19322 0.67248 1.9 0.4 1.5
Se 0.17320 -1.57556 -0.39405 -0.4 -0.1 0.0
N 2.64958 -2.11702 0.97528 -0.2 1.1 -1.0
C 2.77762 -3.48002 0.38367 0.0 0.1 0.0
C 3.60591 -3.57926 -0.90429 0.4 0.5 -0.1
C 3.08816 -2.87164 -2.17239 -0.2 0.2 0.1
C 1.90105 -3.55276 -2.85326 -0.2 0.3 0.3
C 3.74407 -1.40935 1.54051 -1.2 0.6 -0.4
C 4.97361 -1.83007 1.96706 0.6 -0.1 0.2
C 5.86508 -0.89219 2.51508 -0.5 -1.1 -0.3
C 5.48450 0.43209 2.62684 -0.6 0.4 -0.5
C 4.24952 0.86791 2.12901 0.2 0.4 0.6
C 3.37652 -0.05729 1.62385 -0.9 -1.5 -0.1
H 4.02108 3.05034 -2.62561 -0.3 0.0 0.0
H 2.32878 3.56010 -2.70239 0.0 -0.1 0.2
H 2.79172 1.92492 -3.17069 -0.1 0.1 0.3
H 3.25057 3.07611 -0.34895 -0.4 -0.5 -0.2
H 3.55976 1.41329 -0.83219 -0.3 0.3 -0.1
H 1.04675 1.07121 -1.26644 0.2 0.4 0.4
H 0.74134 2.69471 -0.62078 0.4 -0.3 0.0
H 0.31794 1.26560 1.19013 0.6 -0.1 0.0
H 1.82282 2.06804 1.55321 0.0 -0.1 0.1
H 1.77322 -3.85536 0.21267 -0.2 0.0 0.1
H 3.27194 -4.13335 1.11508 -0.3 0.4 0.1
H 3.73370 -4.65390 -1.08135 -0.1 0.1 -0.1
H 4.61356 -3.20622 -0.67436 -0.1 0.0 -0.1
H 3.90026 -2.77853 -2.90314 0.0 -0.2 0.2
H 2.81692 -1.82144 -1.94715 0.1 -0.3 0.1
H 2.14754 -4.52517 -3.25299 0.2 -0.3 -0.1
H 1.51903 -2.94359 -3.66702 0.1 0.1 -0.2
H 1.05099 -3.68574 -2.18426 0.0 -0.1 0.2
H 5.19751 -2.87494 1.87875 0.4 -0.3 0.1
H 6.83771 -1.24913 2.84354 -0.2 0.2 0.0
H 6.14861 1.14714 3.07604 0.2 0.2 0.0
H 3.92995 1.89296 2.16411 0.2 0.4 0.2
C -5.92182 1.82454 -0.57269 0.2 -0.1 -0.2
C -4.98544 1.82754 -1.79351 0.0 -0.2 -0.7
C -3.48450 2.15556 -1.55555 -0.2 -0.3 0.7
C -2.74793 2.33547 -2.90193 0.7 0.4 -0.7
C -2.65006 1.12258 -3.85621 0.2 0.2 0.7
C -3.39233 3.52601 -0.79638 -0.4 -0.4 0.0
O -4.00294 4.51099 -1.13470 0.3 -0.6 -0.2
N -2.60177 3.55631 0.33857 0.5 -0.6 0.1
C -1.85080 2.50111 0.87350 -0.1 2.1 0.5
O -1.16950 2.73606 1.86257 -0.6 -1.2 -1.2
N -1.93971 1.27421 0.21612 0.0 -1.0 0.2
C -2.79761 0.99451 -0.78760 -1.0 2.5 -0.9
O -3.00582 -0.21712 -1.09533 1.0 0.2 1.7
H -6.92774 1.48743 -0.86363 0.4 0.1 0.0
H -6.02190 2.80790 -0.11330 0.1 0.1 -0.1
H -5.55278 1.14795 0.19530 0.0 -0.2 0.1
H -5.30829 2.57419 -2.54400 0.0 -0.4 0.4
H -4.99713 0.83074 -2.28924 -0.1 0.6 0.3
H -1.72495 2.72747 -2.73403 -0.3 -0.3 0.2
H -3.23591 3.16735 -3.42484 -0.1 -0.2 0.2
H -2.38650 0.21638 -3.30125 0.1 0.1 -0.3
H -1.87296 1.32822 -4.60052 -0.2 -0.1 0.1
H -3.58208 0.92357 -4.36686 -0.2 0.0 -0.1
H -2.54778 4.44066 0.85774 -0.1 -0.6 -0.3

The records above yield total energy values of -5270.8506; -5844.1075; -4300.6621 hartree, respectively.